The following is a quantum chemistry calculation of the molecule C5H8N4O4S, from the OMol25 dataset.

Geometry as XYZ:
```
22
Properties=species:S:1:pos:R:3:forces:R:3
C 0.75796 -1.06795 2.07857 4.39 0.22 -0.33
O 2.04236 -0.94401 -0.36121 -0.40 0.23 0.43
H 1.85176 -1.47590 1.96557 -2.32 -0.05 0.24
S 1.44470 0.29307 -0.76800 1.97 -0.19 -1.27
H 1.43311 1.32871 1.44255 0.51 0.31 -2.15
H -1.60312 1.17076 -2.24040 1.77 -0.35 1.80
C -1.06114 -1.76845 0.63152 0.41 -2.16 -0.30
H 0.00934 1.83519 -1.95189 0.10 -0.69 -0.08
N -2.53518 -0.93191 -1.05357 -2.12 0.23 -1.18
H 1.13321 2.60270 0.05480 0.63 -2.08 0.14
C 1.69359 1.61844 0.33461 -0.07 2.54 2.40
O -2.93903 -0.05237 -1.83297 0.71 -0.03 0.28
N -0.20371 -1.79669 1.56499 -2.13 -1.51 -0.72
H 2.77279 1.94969 0.32883 -0.94 -0.88 -0.29
H -0.13196 0.52634 2.59709 -0.34 -0.20 0.38
N 0.77317 0.05796 2.65184 -0.78 1.08 0.66
C -1.24369 -0.82319 -0.45398 0.17 -0.82 0.99
N -0.68102 1.14253 -1.68094 -2.40 0.39 -1.34
H -1.71635 -2.68546 0.46396 0.66 1.33 0.82
C -0.36528 0.11553 -0.86747 -0.28 2.83 -2.01
O -3.27104 -1.88441 -0.82253 0.99 0.12 0.48
O 1.83953 0.78944 -2.08137 -0.52 -0.31 1.05
```
Positions in Å, forces in eV/Å.

The spin multiplicity is 1. The LUMO energy comes out at -1.3 eV. The calculation puts the gap between HOMO and LUMO at 8.42 eV. Its energy relative to the best compared isomer or geometry (same formula, charge and spin) is 72.5 kcal/mol. As for the total charge: 0. As for the SMILES: [H]\N=C/N=C\C(=C(\N)S(C)(=O)=O)[N+](=O)[O-].

The following is a quantum chemistry calculation of C9H19BrFeNO as an isolated structure, from the OMol25 dataset.

Geometry as XYZ:
```
32
Properties=species:S:1:pos:R:3:forces:R:3
H -2.05821 -1.84631 1.31131 -0.61 0.17 -0.78
Fe 1.91526 2.60147 -6.14331 -0.21 -1.09 0.74
C -0.41803 -1.03296 2.17167 0.87 -0.15 0.37
H -2.72086 0.05398 -1.97712 0.85 0.00 -0.03
C 0.52737 0.13417 2.08892 1.07 -0.25 -0.11
H -3.27235 -0.67959 -0.51004 -0.15 -0.07 -0.09
N -0.19716 0.56678 -0.26290 0.95 0.05 -1.45
H -0.71365 -1.12336 3.21691 -0.66 0.33 -0.03
H 0.36417 0.56671 -2.06661 0.21 -0.44 -1.14
Br 1.51867 0.56634 -4.75769 0.10 1.02 -0.42
H 2.22500 -0.44059 -0.90556 -0.55 0.65 -0.45
H -1.43514 -2.37219 -1.30655 -0.21 0.43 -0.56
C -1.55022 -0.88572 1.22579 -0.63 0.09 -0.44
H 0.56473 2.85762 1.17073 -0.49 -0.67 0.10
C 0.95692 0.64283 0.64967 -0.42 0.89 3.17
C 2.05552 -0.31955 0.16436 0.37 -0.53 -1.24
H 0.05459 -2.01118 2.08330 0.51 0.04 -0.66
H 3.07231 -0.06291 0.46163 -0.33 0.20 0.80
H 1.43734 -0.23842 2.55927 0.35 0.45 -0.07
H -0.17441 -2.24015 -0.23461 1.22 -0.23 -0.74
H -2.79297 0.97010 -0.44604 0.11 0.13 -0.17
C -2.53176 0.01624 -0.90431 -0.31 -0.19 0.92
C 1.34386 2.15097 0.88490 0.82 0.23 -2.08
O 0.02711 1.23138 -1.46147 -0.69 -0.15 2.21
H 1.79741 -1.34486 0.42932 0.18 0.13 0.57
H 2.19547 2.39519 1.51989 -0.08 -1.03 0.47
H 0.21157 0.96307 2.72241 -0.32 0.09 -0.32
H -2.20849 -0.10030 1.59712 -0.21 -0.02 -0.12
H -0.05188 -1.33836 -1.88770 0.13 -0.70 0.04
H 1.71110 2.52175 -0.07206 -0.11 0.16 -0.23
C -0.64542 -1.67122 -1.03622 0.12 -1.40 0.65
C -1.20770 -0.53108 -0.28499 -1.87 1.86 1.11
```
Positions in Å, forces in eV/Å.

The spin multiplicity is 5. The LUMO energy (alpha / beta) comes out at -4.0 / -6.3 eV. The calculation puts the gap between HOMO and LUMO (alpha / beta) at 8.22 / 4.42 eV. As for the total charge: +1.

The following is a quantum chemistry calculation of a 2-piece molecular cluster, C2H5O3S overall, from the OMol25 dataset.

Geometry as XYZ:
```
11
Properties=species:S:1:pos:R:3:forces:R:3
H -1.72480 0.74150 -1.72372 -1.17 -0.26 -0.62
H -1.06396 -0.82930 -0.94398 -0.72 1.38 -0.45
C -0.80449 0.55259 1.00505 -2.68 2.58 0.37
C -0.88480 0.23312 -1.32408 -2.15 -2.37 2.38
H -1.92461 0.15957 1.13592 2.39 0.09 -0.68
H -0.18528 0.03415 -2.02800 2.75 0.31 -2.25
S -4.63459 -0.12912 0.16231 0.04 0.12 0.02
H -0.73418 1.49454 1.67837 0.49 -1.73 -0.67
O -4.16854 -1.52016 0.41504 0.11 -0.63 0.51
O -4.36308 0.26532 -1.24959 -0.04 0.55 -0.54
O -0.45817 1.01296 -0.25931 0.97 -0.04 1.94
```
Positions in Å, forces in eV/Å.

The spin multiplicity is 1. The LUMO energy (alpha / beta) comes out at 3.9 / 3.6 eV. The calculation puts the gap between HOMO and LUMO (alpha / beta) at 8.51 / 5.13 eV. Its energy relative to the best compared isomer or geometry (same formula, charge and spin) is 75.5 kcal/mol. As for the total charge: -1.

The following is a quantum chemistry calculation of the molecule C4H7FO, from the OMol25 dataset.

Geometry as XYZ:
```
13
Properties=species:S:1:pos:R:3:forces:R:3
H -1.21349 1.06378 -1.46678 -0.15 0.48 0.54
H -1.07635 -1.83731 0.62115 -1.50 2.42 -2.91
C -0.43770 1.04863 0.74546 3.11 -0.86 -0.47
H 0.53931 1.56281 -1.12858 -0.56 -0.70 -0.25
H 0.93400 -1.59835 0.78958 0.86 0.59 0.15
F 2.00451 -0.04011 -0.06022 1.58 0.77 0.27
C 0.94806 -0.85052 -0.04552 3.48 -5.11 1.18
C -0.24234 -0.23509 -0.05305 -6.32 4.41 0.34
O -1.33562 -1.12590 -0.16110 1.68 -2.55 2.94
C -0.36667 1.03838 -0.78433 0.27 0.80 -0.33
H 0.66902 1.21832 1.14938 -3.01 0.60 -0.24
H 0.92043 -1.48639 -0.88231 0.70 -0.92 -1.64
H -1.34316 1.24175 1.27632 -0.15 0.06 0.42
```
Positions in Å, forces in eV/Å.

The spin multiplicity is 1. The LUMO energy comes out at 0.8 eV. The calculation puts the gap between HOMO and LUMO at 10.31 eV. Its energy relative to the best compared isomer or geometry (same formula, charge and spin) is 60.6 kcal/mol. As for the total charge: 0. As for the SMILES: OC1(CF)CC1.

The following is a quantum chemistry calculation of a 2-piece molecular cluster, C7H12O2S overall, from the OMol25 dataset.

Geometry as XYZ:
```
22
Properties=species:S:1:pos:R:3:forces:R:3
H -1.84334 -1.87153 -0.71620 0.66 1.68 -0.06
C -1.77956 1.99715 0.97185 0.71 1.95 0.62
H 3.40143 -1.13719 2.45479 -0.09 0.48 -0.52
H -0.17905 1.07385 -2.50225 0.78 0.62 -0.14
C -1.66826 -0.83948 -0.27180 -0.70 -2.90 1.29
S 1.82616 -1.50036 -0.78962 -1.90 -0.82 -1.93
H 2.85613 -0.93453 -1.31724 1.21 0.58 -0.74
C 2.18415 -1.01156 0.78626 1.66 -0.10 2.18
O -1.94154 -1.06415 1.09515 -0.02 1.76 -0.63
C -0.96431 0.38045 -2.32527 1.49 -1.79 1.07
H -2.72362 1.72017 1.43341 0.19 -0.64 -0.26
O 1.22621 -0.50408 1.58455 -0.74 0.04 0.09
C 3.35788 -1.23748 1.35986 1.63 0.01 1.42
H -2.07343 -0.19942 1.55804 0.31 -0.94 -0.58
H 4.35883 -1.47830 0.95385 -1.27 -0.22 -0.40
H -0.31982 2.25580 -0.37249 0.58 -0.02 -0.56
C -1.15090 1.62061 -0.14435 -0.11 -2.78 0.74
H -1.28130 2.86503 1.49321 -0.97 -0.73 -0.60
H -1.79867 0.68864 -2.83577 -2.10 0.76 -1.33
H 0.38129 -0.48458 1.13090 -0.39 -0.02 -0.15
C -1.22547 0.24557 -0.87823 -1.06 3.54 1.15
H -0.64280 -0.58459 -2.66866 0.13 -0.45 -0.68
```
Positions in Å, forces in eV/Å.

The spin multiplicity is 1. The LUMO energy comes out at 0.7 eV. The calculation puts the gap between HOMO and LUMO at 8.92 eV. Its energy relative to the best compared isomer or geometry (same formula, charge and spin) is 45.6 kcal/mol. As for the total charge: 0. As for the SMILES: C=C/C(C)=C\O.C=C(O)S.

The following is a quantum chemistry calculation of C51H42CrN10O2S2 as an isolated structure, from the OMol25 dataset.

Geometry as XYZ:
```
108
Properties=species:S:1:pos:R:3:forces:R:3
C 3.85792 -25.09137 6.59787 -1.44 -0.12 -1.68
H 6.47343 -23.75970 4.98480 0.40 -0.17 -0.22
H 1.02689 -20.58799 4.73449 0.40 0.25 0.50
C -0.75159 -21.67902 4.49743 -0.66 -0.92 -0.22
H 14.12608 -23.96514 -1.38800 0.24 -0.53 0.65
C 14.48720 -24.76169 -0.70906 -0.94 0.61 -0.61
C 9.48655 -22.33537 -1.84149 0.43 -0.58 -0.40
H 19.14592 -27.25514 -1.17199 0.48 0.18 0.00
C 5.00568 -25.65234 -2.60314 0.64 -1.27 -1.16
Cr 4.85132 -23.34215 -0.21138 -0.53 -0.21 -0.11
H 6.78165 -26.94986 3.46134 0.22 -0.46 -0.06
C 5.11828 -24.61208 6.40748 1.73 0.13 0.56
C 12.30066 -24.73897 0.50025 0.09 0.42 -2.39
N 2.68855 -23.06750 -0.63700 -0.14 -0.34 0.36
H -1.17723 -24.14482 -0.18606 0.08 -0.46 -0.16
C 10.16818 -24.88594 0.91213 -1.50 0.07 0.09
H 2.17174 -23.86956 -0.27123 0.40 -0.42 -0.04
H 16.34675 -24.96103 -1.75011 -0.11 0.36 0.09
C 8.87326 -25.23015 1.37384 -2.08 -0.04 0.21
H 11.60836 -26.17348 1.87824 -0.48 0.89 -0.61
H 5.84624 -24.58489 7.24758 -0.71 0.08 -0.65
C -0.83681 -25.08685 -0.63600 -1.08 1.78 1.26
C 9.35358 -23.24134 -0.80517 -2.96 -1.05 2.18
C 2.07189 -21.94484 0.08372 -0.68 1.36 -1.00
H -1.39353 -20.95208 4.96123 0.02 0.40 -0.02
C 18.24514 -26.68471 -1.32695 0.72 0.56 -0.54
N 4.49383 -24.58181 -1.92440 -0.42 0.92 0.49
C 0.63785 -26.33534 -1.57230 0.54 0.07 0.01
H 9.27822 -26.52159 3.09100 -0.72 0.14 -0.41
C 1.45720 -22.56256 4.03237 0.56 1.96 0.23
H 1.45118 -23.42674 -2.34534 0.64 0.41 0.05
C -1.32821 -22.83583 3.97531 1.64 -0.12 -0.32
H 3.52176 -25.44980 7.51399 -0.32 -0.43 1.63
H 6.26114 -17.98488 4.00162 0.47 0.83 0.61
H 17.87699 -26.94456 -2.31636 -0.62 -0.33 0.00
H 2.54475 -22.39302 4.05476 -0.57 -0.22 0.03
O 17.43550 -27.00312 -0.24092 -2.08 0.57 -0.06
H 1.92937 -25.56417 5.66979 0.24 0.15 0.38
C 0.90182 -23.69274 3.51358 0.96 -0.51 -0.38
H 2.04758 -19.68202 1.99788 0.20 -0.34 -0.66
C 4.13393 -19.70255 2.14523 1.59 -2.02 -0.97
N 4.36232 -21.59954 0.89781 -0.57 0.12 -0.65
N 3.25587 -24.87948 -3.74361 1.13 -0.07 0.84
H -2.38315 -23.02000 4.01722 -0.31 0.01 -0.08
C 16.22225 -26.34708 -0.16654 -0.18 -1.54 1.99
C 3.46324 -24.15756 -2.63276 -1.05 0.25 1.00
C 7.77448 -24.57356 0.71299 1.03 1.27 -0.65
H 15.73657 -27.72164 1.47197 -0.05 0.55 -0.37
H 5.87966 -28.52518 -5.03798 -0.23 -0.23 -0.52
N 0.46492 -25.14883 -1.03238 -0.41 -1.10 -0.42
C 15.39442 -26.87032 0.86597 -0.44 0.23 -0.09
H 2.75472 -22.20319 -2.53783 0.10 1.81 -0.64
C 4.55501 -18.73272 2.99984 1.04 0.44 0.43
H 2.48273 -24.75689 -4.34155 -0.74 0.01 -0.81
C 4.51937 -26.86159 -4.70256 0.60 -0.56 0.21
N 11.38504 -25.36690 1.27563 0.42 -0.76 0.77
H 4.96737 -24.09020 3.13680 0.13 0.73 -1.42
N 6.47085 -24.77103 0.97584 -0.04 -1.09 0.49
C 14.12821 -26.32519 1.07430 0.31 -0.26 -0.09
H 3.96524 -27.02100 -5.60924 -0.29 0.19 -0.16
H -0.97045 -24.74662 3.10128 0.78 0.78 -0.11
C 6.38846 -20.70496 2.02981 -0.32 -0.74 -0.90
C 3.29690 -24.77187 4.26199 0.89 0.36 0.46
C 7.15494 -26.39932 2.61211 -0.06 0.67 0.28
C 0.62185 -21.54193 4.46625 0.18 0.31 -0.17
C 13.63834 -25.28842 0.25634 0.63 0.26 1.27
C 6.08139 -26.51336 -2.30815 -0.59 -0.24 -0.61
C 2.48845 -23.10959 -2.09570 -0.01 -1.97 0.23
H 7.81660 -19.58243 3.20409 0.60 -0.36 -0.11
H 6.15805 -21.76452 -2.24503 0.43 0.25 -0.46
H 18.40727 -25.60948 -1.34551 0.55 0.12 0.03
H -2.73029 -26.30272 -0.57525 1.06 0.23 -0.10
C 5.57142 -27.71757 -4.40877 0.63 0.64 1.64
H 1.60233 -21.26226 -0.65695 0.37 -0.09 0.32
C 8.00796 -23.52701 -0.31700 0.77 -0.68 0.03
H 1.59772 -26.65622 -1.96406 -0.15 -0.09 0.01
C 10.35593 -23.95410 -0.08990 3.06 0.26 0.00
H 1.22155 -22.22243 0.71078 0.27 -0.44 0.16
C 6.81827 -19.70236 2.84299 -0.61 1.60 0.93
H 8.35952 -21.17918 -3.26826 0.01 -0.54 0.20
H 3.82606 -18.06389 3.38870 -0.15 0.78 0.47
H 10.50946 -22.12791 -2.14722 -0.33 0.33 -0.29
C 6.33520 -27.56075 -3.20678 -0.63 1.23 0.16
H 5.15752 -25.84973 2.08413 -0.65 -0.40 -0.09
H 6.62773 -26.36581 -1.38210 0.13 -0.15 -0.18
H 7.16105 -28.21110 -2.96186 -0.04 -0.24 -0.25
N 2.91647 -20.06562 1.62590 -0.75 -0.47 -0.30
C 5.05211 -20.67754 1.65689 -0.58 0.52 0.70
C 8.48586 -26.10725 2.43717 1.08 0.08 -0.51
C 6.18826 -25.72979 1.85106 0.55 0.61 -0.05
C 2.93358 -25.15570 5.54177 -0.24 -0.41 -0.01
C 7.09232 -22.18639 -1.87482 -0.88 0.81 -0.82
N 6.88468 -22.93432 -0.82568 1.62 -1.04 0.72
H 6.98760 -21.52166 1.62179 0.20 0.35 0.32
S 2.12277 -24.90426 2.91096 -0.85 -0.49 -0.23
H 13.48905 -26.72188 1.88042 0.57 0.06 -0.40
C -0.46537 -23.80007 3.41030 -2.04 -1.57 0.55
C -1.65244 -26.16365 -0.78691 -0.02 -0.20 -0.48
C 4.60176 -24.32441 4.08500 0.21 -0.08 0.81
C 8.33017 -21.91252 -2.45433 0.20 1.44 -0.15
C 3.09933 -21.19548 0.86319 0.50 0.00 0.78
C 5.92015 -18.70721 3.31755 -1.09 -1.41 -0.82
C 4.24745 -25.85599 -3.77796 0.22 -0.18 0.11
C 5.52301 -24.23465 5.13584 -1.29 0.20 -0.04
O 2.71900 -24.31698 1.65167 0.34 -0.05 0.72
S -0.71732 -27.35969 -1.57969 0.01 -0.30 0.00
N 11.73987 -23.84036 -0.31785 -0.89 -0.79 0.66
C 15.74453 -25.28067 -0.90851 1.17 -0.56 -0.97
```
Positions in Å, forces in eV/Å.

The spin multiplicity is 5. The LUMO energy (alpha / beta) comes out at -4.7 / -4.9 eV. The calculation puts the gap between HOMO and LUMO (alpha / beta) at 6.67 / 6.52 eV. Its energy relative to the best compared isomer or geometry (same formula, charge and spin) is 0.0 kcal/mol. As for the total charge: +2.

Largest force on an atom across the listed records, respectively: 4.41 3.32 3.99 7.72 3.87 3.82 eV/A.
Molar mass across the listed records, respectively: 220.2 293.0 109.1 90.1 160.2 943.1 g/mol.